Formula: C53H100F30N8O22PS10
Source: the Open Molecules 2025 dataset
Level of theory: the ωB97M-V functional and the def2-TZVPD basis

Element x y z (Å)
C: 13.90796 -5.44060 -23.35715
C: 13.20881 -4.17463 -22.78314
C: 12.10925 -4.50098 -21.91169
C: 11.45586 -3.18770 -21.33337
N: 10.88011 -3.52513 -19.88537
C: 9.71937 -2.47876 -19.57383
C: 8.47760 -3.00980 -20.34998
C: 8.79046 -4.57067 -20.49568
C: 10.08431 -4.86700 -19.75031
C: 11.98758 -3.42644 -18.73280
C: 12.38875 -1.93835 -18.36697
C: 13.38354 -1.59607 -17.22697
H: 14.55768 -5.18658 -24.19467
H: 13.18872 -6.15680 -23.75446
H: 14.47004 -5.92350 -22.55778
H: 12.65845 -3.58963 -23.52000
H: 13.90849 -3.52929 -22.25201
H: 12.43068 -5.05481 -21.02962
H: 11.40029 -5.14452 -22.43259
H: 10.61681 -2.81061 -21.91809
H: 12.13969 -2.34063 -21.27897
H: 9.50863 -2.40470 -18.50697
H: 9.93004 -1.44214 -19.83680
H: 7.53419 -2.69363 -19.90489
H: 8.44240 -2.48721 -21.30588
H: 8.01756 -5.22741 -20.09643
H: 9.02496 -4.87721 -21.51506
H: 9.83876 -5.11508 -18.71771
H: 10.56718 -5.78681 -20.08032
H: 12.77001 -4.00519 -19.22365
H: 11.52342 -3.91391 -17.87545
H: 11.58616 -1.41534 -17.84697
H: 12.58012 -1.32976 -19.25077
H: 12.94945 -1.57864 -16.22729
H: 13.64808 -0.54625 -17.35341
H: 14.29836 -2.18052 -17.32499
C: 19.13915 -9.12467 -3.82509
C: 18.26276 -7.94064 -3.26920
C: 17.02611 -7.91912 -4.22515
C: 16.03942 -9.12823 -4.09240
P: 14.63594 -9.14836 -5.22369
C: 13.55360 -10.50838 -4.75412
C: 12.81427 -10.37386 -3.41269
C: 11.39453 -9.89847 -3.44027
C: 10.29746 -10.90127 -3.88684
C: 15.20516 -9.27402 -6.93167
C: 16.25753 -10.47415 -7.13677
C: 16.71637 -10.67631 -8.60716
C: 17.63848 -9.51166 -9.04409
C: 13.83326 -7.59676 -4.86603
C: 12.81706 -7.14077 -5.97167
C: 12.24030 -5.68450 -5.71664
C: 11.24087 -5.34044 -6.83770
H: 20.12859 -9.18311 -3.37157
H: 19.17492 -9.13582 -4.91445
H: 18.65889 -10.09000 -3.66517
H: 18.91288 -7.06801 -3.33220
H: 17.90064 -8.00303 -2.24301
H: 17.36701 -7.78966 -5.25234
H: 16.48146 -6.98674 -4.07638
H: 15.71323 -9.06142 -3.05450
H: 16.57783 -10.06734 -4.21994
H: 14.30639 -11.26740 -4.54130
H: 12.99249 -10.66930 -5.67464
H: 13.41018 -9.80577 -2.69836
H: 12.75184 -11.32910 -2.89145
H: 11.55698 -9.05753 -4.11445
H: 11.01429 -9.55308 -2.47890
H: 10.53322 -11.28337 -4.88007
H: 9.35503 -10.38160 -4.05967
H: 10.15012 -11.58318 -3.04935
H: 15.51963 -8.23482 -7.02796
H: 14.36783 -9.33596 -7.62676
H: 15.80889 -11.44188 -6.91245
H: 17.07988 -10.34555 -6.43299
H: 15.80891 -10.73474 -9.20816
H: 17.19124 -11.64634 -8.75438
H: 17.19380 -8.53297 -8.86371
H: 17.89632 -9.59946 -10.09950
H: 18.55118 -9.43549 -8.45309
H: 14.51050 -6.74340 -4.90127
H: 13.43867 -7.67096 -3.85269
H: 12.02379 -7.88101 -6.07598
H: 13.24472 -7.15820 -6.97411
H: 13.00307 -4.90675 -5.75348
H: 11.75839 -5.50310 -4.75592
H: 11.60307 -4.68284 -7.62793
H: 10.30491 -4.89466 -6.50099
H: 10.99123 -6.30768 -7.27384
C: 16.87872 -2.64215 -10.20858
C: 15.92922 -3.50676 -11.18129
N: 14.39250 -3.19450 -11.08411
C: 13.86410 -3.15557 -9.62279
C: 14.22835 -1.72809 -11.61677
C: 14.42109 -1.54305 -13.19443
C: 13.61733 -4.29406 -11.93925
C: 13.38267 -5.56326 -11.28189
O: 14.57329 -6.10583 -10.85924
C: 14.43735 -7.28397 -10.09425
H: 17.86048 -3.01125 -9.91187
H: 16.48373 -2.59106 -9.19395
H: 16.96438 -1.60814 -10.54264
H: 16.13860 -4.52234 -10.84535
H: 16.18558 -3.41705 -12.23690
H: 14.08525 -4.09976 -9.12508
H: 12.78651 -3.14285 -9.78629
H: 14.26810 -2.30441 -9.07471
H: 14.82749 -1.04043 -11.01989
H: 13.19076 -1.43224 -11.46198
H: 13.83210 -0.70378 -13.56429
H: 14.09494 -2.38409 -13.80630
H: 15.48011 -1.34628 -13.36141
H: 14.26415 -4.40375 -12.80970
H: 12.69798 -3.87477 -12.34800
H: 12.75460 -6.30180 -11.78009
H: 12.81160 -5.34212 -10.38018
H: 13.99771 -8.16944 -10.55333
H: 13.86991 -7.09987 -9.18198
H: 15.36367 -7.65177 -9.65295
C: 19.77347 -0.10846 -7.52752
C: 20.05498 -1.01257 -8.78785
N: 21.66525 -1.21445 -9.07797
C: 22.30111 -1.84480 -7.82549
C: 21.73200 -2.11310 -10.34463
C: 23.13838 -2.58546 -10.80856
C: 22.26939 0.15580 -9.25096
C: 21.78819 1.12877 -10.33569
O: 21.94966 0.53595 -11.63920
C: 21.75606 1.53313 -12.72151
H: 18.72952 0.20251 -7.48795
H: 20.17594 0.90063 -7.61621
H: 19.98571 -0.46083 -6.51812
H: 19.63583 -0.57786 -9.69528
H: 19.62926 -2.01357 -8.71795
H: 21.79725 -2.79708 -7.65996
H: 22.13914 -1.15858 -6.99424
H: 23.34711 -2.06461 -8.03915
H: 21.10446 -1.57133 -11.05229
H: 21.15813 -3.00587 -10.09616
H: 23.53245 -3.30634 -10.09222
H: 23.74881 -1.69398 -10.95259
H: 23.02877 -3.12175 -11.75115
H: 23.33605 -0.06180 -9.30584
H: 22.21374 0.62003 -8.26634
H: 22.39227 2.02052 -10.16847
H: 20.79075 1.49960 -10.09972
H: 21.29649 1.00916 -13.55958
H: 22.74556 1.77694 -13.10822
H: 21.18664 2.40877 -12.40989
C: 9.21215 -3.75934 -12.00868
F: 10.29213 -4.47686 -11.72470
F: 8.74079 -4.09156 -13.25211
F: 8.23398 -3.95833 -11.05063
S: 9.72086 -1.90008 -12.04732
O: 10.93820 -1.82403 -12.90240
O: 8.62772 -1.05285 -12.45687
N: 10.04404 -1.84313 -10.40041
S: 10.36222 -0.37269 -10.07397
O: 11.67636 0.12791 -10.52820
O: 9.26557 0.55335 -10.23859
C: 10.66074 -0.64969 -8.11047
F: 9.53111 -1.26467 -7.61575
F: 11.67476 -1.47874 -7.78011
F: 10.87126 0.51990 -7.44907
C: 14.87422 1.63430 -6.93113
F: 15.64628 0.69550 -7.43195
F: 13.67646 1.11242 -6.66699
F: 15.54058 2.06339 -5.77178
S: 14.52364 3.21819 -8.12058
O: 13.34984 2.93404 -8.94538
O: 14.54638 4.44649 -7.32473
N: 16.06022 3.43497 -9.01133
S: 15.83293 2.42176 -10.20504
O: 15.22966 1.11967 -10.09537
O: 15.41536 3.24795 -11.37922
C: 17.73698 2.12509 -10.65815
F: 17.96276 1.68157 -11.88820
F: 18.41741 3.24680 -10.44186
F: 18.11773 1.25657 -9.73162
C: 17.82890 -2.64418 -4.91418
F: 18.44259 -3.31753 -3.95703
F: 16.66461 -2.03050 -4.50604
F: 18.72340 -1.66040 -5.29411
S: 17.34817 -3.99729 -6.32388
O: 16.94675 -5.09342 -5.50617
O: 16.31148 -3.23091 -7.06163
N: 18.82979 -4.20037 -7.24662
S: 18.87431 -5.66171 -7.64311
O: 19.41248 -6.48513 -6.56252
O: 17.69082 -6.27364 -8.19414
C: 20.23086 -5.50732 -8.96540
F: 20.55031 -6.77847 -9.30371
F: 19.73942 -4.85015 -10.01674
F: 21.27970 -4.90452 -8.39501
C: 17.38931 -6.46343 -14.64466
F: 16.90541 -7.75510 -14.49460
F: 17.32315 -5.78898 -13.41606
F: 18.67662 -6.40640 -15.12252
S: 16.22150 -5.58110 -15.84383
O: 14.96054 -6.28897 -15.69175
O: 16.23858 -4.17884 -15.44743
N: 16.98217 -5.78385 -17.41440
S: 16.28109 -4.79480 -18.27841
O: 14.79060 -4.76867 -18.21218
O: 16.87073 -3.43037 -18.26646
C: 16.67265 -5.45691 -20.04461
F: 16.28537 -6.73161 -20.22200
F: 15.94195 -4.62118 -20.87609
F: 17.94625 -5.29444 -20.44065
C: 13.40467 -12.65476 -10.69794
F: 14.19339 -11.65186 -11.12507
F: 12.66188 -12.95096 -11.73537
F: 14.12207 -13.75325 -10.28440
S: 12.22678 -12.13220 -9.24683
O: 11.36736 -13.33711 -9.05926
O: 13.05878 -11.88181 -8.09927
N: 11.24930 -10.78760 -9.82540
S: 10.44445 -10.26752 -8.58233
O: 9.05714 -10.75558 -8.47312
O: 11.12810 -10.18969 -7.27000
C: 10.32962 -8.37838 -9.02695
F: 9.75855 -8.15571 -10.17155
F: 9.58521 -7.74475 -8.15690
F: 11.60531 -7.94814 -9.05430

Values from the calculation:
Net charge: -1
ΔE to the lowest compared entry with this formula, charge and spin in kcal/mol: 0.00
LUMO energy in eV: 0.96

=====

Formula: C53H108F9N4O7S
Source: the Open Molecules 2025 dataset
Level of theory: the ωB97M-V functional and the def2-TZVPD basis

Element x y z (Å)
C: 3.75027 8.95022 -4.14670
C: 2.87459 8.87154 -2.89607
C: 2.32378 7.47655 -2.59988
C: 1.39196 7.50878 -1.39078
N: 0.78681 6.17199 -1.05629
C: 1.73165 5.28441 -0.27698
C: 0.87400 4.42961 0.60878
C: -0.43027 5.19372 0.88452
C: -0.27706 6.45138 0.02194
C: 0.19713 5.28251 -2.14454
C: -0.76767 6.01960 -3.07837
C: -1.03019 5.26820 -4.37601
H: 4.14977 9.94190 -4.35006
H: 3.30429 8.61559 -5.08697
H: 4.57266 8.23418 -4.05488
H: 2.06951 9.57653 -3.13703
H: 3.43438 9.27783 -2.05264
H: 3.21415 6.89704 -2.33625
H: 1.91691 7.00718 -3.49470
H: 0.62504 8.26005 -1.59137
H: 1.89948 7.89661 -0.50881
H: 2.46646 4.79738 -0.91200
H: 2.26624 5.99114 0.36198
H: 0.68489 3.41164 0.26044
H: 1.41790 4.26014 1.54005
H: -1.34438 4.61186 0.81308
H: -0.40813 5.61912 1.88906
H: -1.13840 6.80602 -0.55093
H: -0.06401 7.35477 0.59210
H: -0.27442 4.40702 -1.70597
H: 1.08312 4.98311 -2.70822
H: -0.59819 7.09384 -3.13623
H: -1.73880 5.92682 -2.57353
H: -0.09316 5.06543 -4.91494
H: -1.66443 5.78386 -5.08766
H: -1.21631 4.22566 -4.10173
C: 0.55451 -10.17997 -2.24310
C: 1.59102 -9.36510 -1.46284
C: 1.09870 -7.95459 -1.17165
C: 2.09979 -7.08220 -0.42301
N: 1.91225 -5.58063 -0.46092
C: 2.16895 -5.10537 -1.91178
C: 3.11869 -3.92415 -1.75422
C: 4.02312 -4.30522 -0.59600
C: 2.99688 -4.86413 0.37037
C: 0.51342 -5.13278 -0.06699
C: 0.11322 -5.63315 1.31834
C: -0.94518 -4.77636 2.04686
H: 0.33488 -9.81142 -3.24815
H: -0.37752 -10.11256 -1.68064
H: 0.91715 -11.18350 -2.45859
H: 2.45851 -9.24770 -2.11980
H: 1.90684 -9.81023 -0.51927
H: 0.19372 -7.96306 -0.55556
H: 0.83055 -7.46166 -2.11158
H: 3.09060 -7.24865 -0.85290
H: 2.19240 -7.34277 0.63150
H: 1.24317 -4.78992 -2.38673
H: 2.55025 -5.97163 -2.44588
H: 2.59037 -3.02479 -1.44389
H: 3.66808 -3.67422 -2.66023
H: 4.64829 -3.54719 -0.12857
H: 4.73518 -5.05679 -0.94824
H: 2.45270 -4.12174 0.94653
H: 3.48312 -5.60799 1.00033
H: -0.12244 -5.37705 -0.91576
H: 0.58751 -4.04272 -0.00325
H: 1.02873 -5.41064 1.87505
H: -0.10253 -6.69921 1.32632
H: -0.58497 -3.77180 2.27005
H: -1.16569 -5.21381 3.02329
H: -1.94268 -4.70150 1.61176
C: -3.45917 1.60850 -1.15107
C: -2.41001 1.90844 -2.21756
C: -2.49735 0.82169 -3.27856
C: -1.93895 -0.54487 -2.85213
N: -2.43062 -1.78197 -3.59865
C: -1.78959 -3.04373 -3.00181
C: -2.66910 -3.41252 -1.79882
C: -4.06401 -2.88842 -2.07684
C: -3.89972 -1.97792 -3.27718
C: -2.14432 -1.58363 -5.08565
C: -0.70927 -2.03974 -5.43476
C: -0.45533 -1.95699 -6.92999
H: -3.28230 2.15226 -0.22232
H: -3.36714 0.54550 -0.91466
H: -4.48051 1.80710 -1.47592
H: -1.40684 1.98674 -1.79815
H: -2.70435 2.88069 -2.62204
H: -1.96745 1.22809 -4.14722
H: -3.52750 0.82853 -3.65117
H: -2.10960 -0.86321 -1.82547
H: -0.86438 -0.50794 -3.01869
H: -1.89806 -3.77710 -3.79686
H: -0.76155 -2.86672 -2.69508
H: -2.62177 -4.50402 -1.75286
H: -2.20711 -3.12545 -0.85262
H: -4.66904 -3.72804 -2.42057
H: -4.65379 -2.40989 -1.29822
H: -4.41711 -2.43123 -4.12616
H: -4.43142 -1.02782 -3.22993
H: -2.40612 -0.57365 -5.38670
H: -2.85148 -2.25358 -5.57937
H: -0.61223 -3.10805 -5.24598
H: -0.00154 -1.40247 -4.90534
H: 0.50507 -2.31991 -7.28836
H: -0.48033 -0.90787 -7.24342
H: -1.25719 -2.42999 -7.50130
C: 1.71649 -3.56212 5.13465
C: 0.24607 -3.81279 5.43052
C: -0.61688 -2.53378 5.38001
C: -0.45334 -1.59467 6.56510
N: -1.45258 -0.46166 6.65418
C: -1.16611 0.26199 7.96567
C: -2.49254 0.94317 8.30631
C: -3.58041 0.04746 7.68432
C: -2.85121 -0.97655 6.82112
C: -1.34357 0.51661 5.48447
C: 0.05234 1.07949 5.11083
C: -0.03595 1.83614 3.80397
H: 2.16038 -2.95342 5.92689
H: 2.00353 -3.02156 4.22846
H: 2.25423 -4.51130 5.10035
H: 0.24255 -4.23144 6.43942
H: -0.18296 -4.56225 4.76732
H: -1.67760 -2.79417 5.32226
H: -0.45289 -1.95648 4.46493
H: 0.56663 -1.21229 6.63905
H: -0.52361 -2.16174 7.49651
H: -0.24407 0.82739 7.84550
H: -0.92435 -0.48812 8.72222
H: -2.51137 1.84929 7.69123
H: -2.53673 1.33076 9.31999
H: -4.30457 0.64845 7.13902
H: -4.05398 -0.53664 8.47364
H: -3.29779 -1.16820 5.84365
H: -2.81418 -1.94182 7.32668
H: -2.00869 1.34099 5.73720
H: -1.86534 -0.00139 4.67652
H: 0.82863 0.31422 5.11601
H: 0.21813 1.73664 5.96848
H: -0.64669 1.35752 3.03257
H: 0.96367 2.04452 3.43260
H: -0.65083 2.73637 3.89740
C: -5.01578 0.74565 3.62607
O: -3.99072 -0.21748 3.30506
O: -5.53799 0.32928 4.78689
C: -4.57728 2.25426 3.64243
F: -4.83817 2.81855 2.42000
F: -5.17027 2.97773 4.59038
F: -3.23939 2.36653 3.83711
C: -3.40500 -0.16074 2.03095
C: -2.36408 -1.29582 1.87085
H: -1.93659 -1.12102 0.87494
H: -1.46912 -1.10057 2.46776
H: -2.79093 -2.28968 1.97427
H: -2.83861 0.76743 1.88450
H: -4.13628 -0.25250 1.21934
H: -5.73637 0.68467 2.78594
C: 5.61470 3.81724 -4.66435
O: 5.34969 2.97692 -3.51151
O: 5.50814 3.18346 -5.81019
C: 5.03864 5.25925 -4.46872
F: 5.46775 6.05044 -5.48239
F: 3.67297 5.33752 -4.55308
F: 5.42806 5.84028 -3.33011
C: 4.01454 2.74334 -3.07933
C: 4.03963 2.77822 -1.55396
H: 4.68510 3.51043 -1.07453
H: 3.01395 2.78505 -1.16662
H: 4.39388 1.78390 -1.26955
H: 3.69184 1.77339 -3.45966
H: 3.33994 3.49922 -3.48981
H: 6.66804 4.09293 -4.44570
C: 2.17952 -0.37320 0.78761
F: 2.50922 -1.66043 1.02004
F: 1.56696 0.12156 1.86857
F: 3.34032 0.27827 0.63816
S: 1.18704 -0.22300 -0.81061
O: 0.37380 0.97230 -0.62719
O: 2.16043 -0.18071 -1.87470
O: 0.32807 -1.41911 -0.75974

Values from the calculation:
Net charge: +1
ΔE to the lowest compared entry with this formula, charge and spin in kcal/mol: 35.28
LUMO energy in eV: -2.36